Formula: C4H9N
Source: the OMol25 dataset
Level of theory: wB97M-V/def2-TZVPD

2S+1 = 1
charge = 0
relative energy (zero: lowest compared OMol25 entry of this formula, charge and spin) = 120.6 kJ/mol
SMILES = C[C@H]1N[C@@H]1C

Positions of all 14 atoms, in Å:
1 C -0.9717 -1.5792 0.1404
2 C 0.0649 -0.5359 0.5825
3 N 1.2315 -0.4576 -0.3250
4 C 0.1405 0.5339 -0.4432
5 C 0.5405 1.9720 -0.0024
6 H -0.8305 -2.6066 0.6194
7 H -0.9523 -1.8496 -0.9866
8 H -1.9582 -1.2788 0.4714
9 H 0.2215 -0.4671 1.6671
10 H 1.1958 -1.1993 -0.9824
11 H -0.5365 0.5291 -1.3125
12 H -0.4190 2.4516 0.3706
13 H 1.0803 2.5396 -0.7102
14 H 1.1932 1.9479 0.9109